[1]
The following is a DFT calculation (wB97M-V/def2-TZVPD) of a cluster of 2 separate species, C6H7N4 in total at a distorted geometry.

Last column: natural (NBO) charge in e.
Geometry (Å):
C (-1.950, -1.092, -1.205)  -0.08
C (-1.925, -2.061, -0.200)  -0.25
C (-1.172, 0.048, -1.073)  -0.30
C (-1.141, -1.865, 0.912)  0.07
C (-0.400, 0.169, 0.060)  0.25
C (2.009, 1.985, 0.443)  0.51
N (-0.401, -0.743, 1.010)  -0.49
N (1.467, 1.889, 1.619)  -0.20
N (0.659, 2.123, 0.501)  -0.09
N (3.066, 1.990, -0.295)  -0.73
H (-2.574, -1.221, -2.078)  0.25
H (-2.522, -2.954, -0.289)  0.26
H (-1.175, 0.828, -1.817)  0.25
H (-1.091, -2.571, 1.726)  0.24
H (0.163, -0.573, 1.846)  0.44
H (3.974, 1.851, 0.123)  0.44
H (3.013, 2.196, -1.283)  0.44

Force components x, y, z for each atom (eV/Å):
0.164 0.263 0.032
0.117 0.018 0.173
-0.235 -0.530 0.219
-0.427 -0.525 -0.099
1.227 2.409 -0.362
-0.599 -0.142 0.827
0.025 -0.029 0.084
0.599 0.092 -0.005
-1.264 -1.296 -0.443
0.506 -0.090 -0.415
-0.063 -0.096 -0.042
0.004 -0.081 0.092
0.028 0.078 -0.066
0.030 0.014 0.064
-0.067 -0.076 -0.131
-0.007 0.022 -0.029
-0.037 -0.030 0.102

Output
Calculated total energy, eV: -12284.8015
Gap between HOMO and LUMO (spin up / spin down), eV: 8.18 / 8.91
Charge: +1
HOMO (spin up / spin down), eV: -12.39 / -12.70

***

[2]
The following is a DFT calculation (wB97M-V/def2-TZVPD) of a structure of composition C31H30BrCsN4O7 at a distorted geometry.

Last column: Löwdin charge in e.
Geometry (Å):
Cs (-0.933, -0.339, -0.283)  1.36
O (1.698, -0.072, 2.746)  -0.09
C (1.482, -1.090, 3.698)  -0.25
C (0.008, -1.333, 3.989)  -0.19
N (-0.775, -1.649, 2.813)  -0.17
C (-0.383, -2.919, 2.207)  -0.12
C (0.823, -2.866, 1.234)  -0.71
O (1.398, -3.942, 1.032)  -0.03
O (1.075, -1.734, 0.696)  -0.34
C (-2.203, -1.556, 3.101)  -0.12
C (-3.076, -1.616, 1.824)  -0.73
O (-3.587, -2.713, 1.527)  -0.04
O (-3.167, -0.525, 1.174)  -0.34
H (1.464, -0.491, 1.886)  0.03
H (1.961, -0.783, 4.634)  0.11
H (1.959, -2.026, 3.383)  0.11
H (-0.415, -0.434, 4.444)  0.10
H (-0.060, -2.146, 4.743)  0.12
H (-1.231, -3.310, 1.642)  0.12
H (-0.149, -3.674, 2.972)  0.12
H (-2.376, -0.587, 3.575)  0.10
H (-2.551, -2.347, 3.788)  0.12
Br (-5.257, 7.570, -3.343)  0.66
C (-3.697, 6.953, -4.245)  -0.71
C (-2.653, 7.830, -4.483)  -0.15
C (-1.527, 7.377, -5.153)  -0.06
C (-1.405, 6.046, -5.568)  -0.32
C (-2.481, 5.182, -5.310)  -0.02
C (-3.620, 5.634, -4.661)  -0.13
N (-0.299, 5.723, -6.374)  0.01
N (0.239, 4.562, -6.416)  0.02
C (0.235, 3.617, -5.433)  -0.28
C (0.376, 2.297, -5.933)  -0.05
C (0.199, 1.175, -5.181)  -0.03
C (-0.120, 1.263, -3.779)  -0.39
O (-0.431, 0.295, -3.082)  -0.15
C (-0.010, 2.631, -3.182)  -0.14
N (-0.039, 2.677, -1.838)  0.12
C (0.134, 3.837, -1.235)  -0.13
C (0.394, 5.016, -1.942)  -0.06
C (0.418, 4.981, -3.313)  -0.02
C (0.170, 3.773, -3.990)  -0.11
H (-2.723, 8.859, -4.156)  0.09
H (-0.710, 8.055, -5.375)  0.10
H (-2.421, 4.146, -5.617)  0.12
H (-4.440, 4.956, -4.467)  0.10
H (0.564, 2.222, -6.999)  0.10
H (0.256, 0.186, -5.618)  0.10
H (0.082, 3.829, -0.151)  0.09
H (0.581, 5.940, -1.406)  0.10
H (0.649, 5.875, -3.874)  0.10
C (-4.047, 1.809, 7.486)  -0.06
C (-3.502, 1.954, 6.089)  -0.27
C (-4.336, 1.865, 4.984)  -0.01
C (-3.839, 1.950, 3.689)  -0.20
C (-4.778, 1.815, 2.515)  -0.03
C (-2.467, 2.158, 3.503)  -0.10
C (-1.945, 2.208, 2.107)  -0.20
O (-0.947, 2.818, 1.796)  0.04
C (-1.603, 2.282, 4.605)  -0.19
C (-0.116, 2.507, 4.469)  -0.04
C (-2.145, 2.163, 5.881)  -0.02
H (-5.137, 1.772, 7.483)  0.07
H (-3.735, 2.643, 8.119)  0.07
H (-3.681, 0.891, 7.952)  0.08
H (-5.401, 1.703, 5.129)  0.11
H (-5.802, 1.687, 2.865)  0.07
H (-4.503, 0.949, 1.905)  0.06
H (-4.750, 2.699, 1.874)  0.09
H (-2.520, 1.621, 1.366)  0.08
H (0.094, 3.534, 4.167)  0.08
H (0.341, 1.867, 3.715)  0.07
H (0.373, 2.319, 5.427)  0.07
H (-1.479, 2.225, 6.738)  0.11

Force components x, y, z for each atom (eV/Å):
0.141 0.672 -0.851
-0.024 -0.025 0.158
-0.009 0.049 -0.086
-0.003 0.041 -0.014
-0.099 -0.013 -0.162
0.040 0.062 0.112
0.109 0.221 -0.076
-0.028 0.100 -0.019
0.642 -0.895 0.524
-0.207 -0.068 0.014
-0.211 -0.116 -0.086
0.119 0.379 0.064
-0.572 -0.436 0.604
0.030 -0.063 -0.011
0.032 0.021 0.014
0.022 0.002 -0.032
0.000 0.041 -0.011
-0.018 0.001 0.023
0.007 0.012 -0.038
-0.024 -0.029 0.042
-0.008 -0.028 0.050
0.115 -0.053 0.009
0.006 -0.003 -0.003
0.028 0.014 -0.022
0.053 0.003 -0.071
0.001 0.056 0.050
0.290 -0.056 0.292
0.062 -0.053 0.055
0.081 -0.055 -0.034
-0.106 -0.307 -0.046
-0.013 0.244 0.025
-0.115 -0.065 -0.014
0.063 0.166 -0.003
-0.045 -0.004 0.120
-0.059 0.058 0.053
0.063 0.000 -0.338
0.012 -0.108 0.009
-0.063 0.087 0.002
0.019 -0.086 -0.021
0.011 0.000 0.017
-0.114 0.053 -0.074
-0.146 0.076 -0.176
0.010 0.001 -0.001
-0.038 -0.014 0.030
0.027 -0.011 0.009
0.013 -0.010 -0.014
0.016 -0.003 0.008
-0.017 0.012 0.013
-0.012 -0.011 -0.046
-0.005 -0.025 -0.015
-0.064 0.066 -0.084
0.006 0.006 -0.012
-0.034 0.002 -0.010
-0.053 -0.034 0.048
-0.118 -0.032 -0.103
0.034 0.033 0.056
0.128 0.001 -0.085
-0.191 -0.079 0.137
0.131 0.063 -0.144
0.090 -0.011 0.003
-0.089 -0.018 -0.010
0.053 -0.001 -0.016
0.018 0.001 -0.007
-0.001 -0.009 -0.007
-0.002 0.008 -0.013
0.038 0.008 -0.007
-0.022 0.003 0.029
-0.005 -0.008 0.019
0.007 0.000 0.025
0.085 0.198 0.194
-0.017 0.014 -0.010
-0.026 -0.060 -0.012
-0.024 0.007 0.004
-0.020 0.002 -0.024

Output
Calculated total energy, eV: -123520.0580
Gap between HOMO and LUMO, eV: 5.92
Charge: -2
HOMO, eV: -2.31

***

[3]
The following is a DFT calculation (wB97M-V/def2-TZVPD) of a structure of composition C25H28ClIrN3O2P at a distorted geometry.

Last column: natural (NBO) charge in e.
Geometry (Å):
Ir (0.061, -0.126, 0.166)  0.93
Cl (-2.563, -0.124, -1.199)  0.06
C (-2.122, -1.250, -2.459)  0.00
C (-3.110, -2.000, -3.057)  -0.22
C (-2.751, -2.853, -4.092)  -0.12
C (-1.434, -2.926, -4.516)  -0.22
C (-0.456, -2.163, -3.897)  -0.11
C (-0.784, -1.311, -2.838)  -0.47
P (0.420, -0.184, -2.070)  1.27
C (2.030, -0.758, -2.629)  -0.44
C (2.943, 0.127, -3.199)  -0.19
C (4.203, -0.323, -3.576)  -0.21
C (4.549, -1.653, -3.396)  -0.10
C (3.640, -2.546, -2.835)  -0.21
C (2.387, -2.102, -2.453)  -0.23
C (0.101, 1.410, -2.846)  -0.35
C (0.074, 1.439, -4.244)  -0.20
C (-0.198, 2.622, -4.907)  -0.19
C (-0.463, 3.780, -4.185)  -0.15
C (-0.461, 3.754, -2.799)  -0.19
C (-0.182, 2.571, -2.132)  -0.21
H (-4.136, -1.921, -2.728)  0.25
H (-3.511, -3.453, -4.573)  0.25
H (-1.165, -3.575, -5.338)  0.25
H (0.561, -2.220, -4.254)  0.23
H (2.674, 1.165, -3.351)  0.24
H (4.909, 0.366, -4.020)  0.25
H (5.525, -2.003, -3.703)  0.24
H (3.909, -3.586, -2.706)  0.24
H (1.679, -2.808, -2.030)  0.22
H (0.272, 0.540, -4.817)  0.23
H (-0.210, 2.641, -5.988)  0.24
H (-0.688, 4.700, -4.707)  0.24
H (-0.694, 4.648, -2.236)  0.24
H (-0.247, 2.557, -1.054)  0.19
N (1.644, -1.422, 0.581)  -0.71
C (3.068, -1.019, 0.361)  -0.24
C (3.415, 0.285, 1.063)  -0.44
C (2.702, 1.486, 0.456)  -0.23
N (1.253, 1.449, 0.790)  -0.71
H (1.500, -1.594, 1.577)  0.41
H (1.491, -2.324, 0.131)  0.42
H (3.209, -0.896, -0.705)  0.25
H (3.702, -1.842, 0.690)  0.24
H (4.489, 0.439, 0.965)  0.27
H (3.219, 0.226, 2.140)  0.22
H (2.791, 1.482, -0.632)  0.22
H (3.108, 2.427, 0.828)  0.24
H (0.812, 2.332, 0.530)  0.43
H (1.152, 1.404, 1.805)  0.41
O (-1.864, 2.903, 1.590)  -0.54
C (-2.152, 1.772, 1.860)  0.70
C (-3.345, 1.224, 2.632)  -0.52
C (-3.161, -0.305, 2.651)  -0.52
C (-1.914, -0.492, 1.845)  0.71
O (-1.336, -1.536, 1.452)  -0.66
N (-1.362, 0.672, 1.468)  -0.78
H (-4.254, 1.534, 2.116)  0.27
H (-3.368, 1.677, 3.622)  0.27
H (-3.980, -0.859, 2.194)  0.27
H (-3.017, -0.716, 3.650)  0.27

Force components x, y, z for each atom (eV/Å):
-0.080 0.081 1.272
-0.041 -0.004 -0.078
0.000 0.084 0.087
0.020 -0.014 -0.042
-0.080 -0.004 -0.001
0.070 0.008 -0.017
-0.063 0.054 0.061
0.068 -0.140 -0.032
0.072 -0.072 -0.047
-0.102 -0.088 -0.264
0.038 0.049 0.101
-0.010 -0.001 0.019
0.027 -0.012 0.010
-0.023 -0.003 -0.028
-0.087 -0.009 -0.170
-0.038 0.035 -0.065
0.098 0.003 -0.013
-0.004 -0.002 0.008
-0.004 0.014 -0.004
-0.004 0.006 -0.024
-0.026 -0.069 0.035
0.002 0.014 0.007
0.004 -0.002 0.000
0.008 -0.005 0.008
0.086 -0.015 -0.008
0.011 -0.024 -0.023
-0.004 0.001 -0.005
0.003 0.002 0.009
-0.006 -0.004 -0.006
-0.041 -0.025 -0.059
-0.015 -0.001 0.002
-0.006 -0.002 -0.001
0.009 0.003 0.001
0.003 -0.003 0.006
-0.064 0.003 0.037
0.014 0.015 -0.440
0.008 0.200 0.255
-0.079 -0.005 -0.041
-0.055 -0.146 0.043
-0.021 0.133 -0.494
0.006 -0.082 -0.031
0.026 0.036 0.002
0.106 -0.026 0.080
0.014 0.048 0.108
0.010 -0.015 -0.013
-0.004 0.021 0.002
0.003 0.034 0.003
0.054 -0.044 0.057
0.008 -0.010 0.004
0.001 0.087 -0.018
-0.036 0.020 -0.016
0.199 0.022 0.010
0.001 0.003 -0.011
0.012 0.015 0.005
0.074 -0.325 -0.075
-0.184 0.163 -0.182
0.032 -0.008 -0.038
-0.007 0.006 0.014
0.000 -0.003 0.001
-0.002 0.002 0.000
-0.003 -0.001 0.002

Output
Calculated total energy, eV: -59582.0223
Gap between HOMO and LUMO, eV: 7.53
Charge: +2
HOMO, eV: -14.89

***

Energy relative to the best compared isomer or geometry (same formula, charge and spin) (computed, kcal/mol): 72.9 10.0 33.0